[1]
{"formula": "C3H13NO2S", "method": "the ωB97M-V functional and the def2-TZVPD basis", "symbols": ["N", "C", "C", "C", "S", "H", "H", "H", "H", "H", "H", "H", "H", "H", "O", "H", "H", "O", "H", "H"], "xyz": [[-0.102, 0.099, 1.909], [0.287, 0.979, 0.814], [1.203, 0.258, -0.168], [1.398, 1.133, -1.379], [2.767, 0.581, -2.465], [-0.820, 0.541, 2.473], [-0.458, -0.827, 1.722], [-0.563, 1.370, 0.258], [0.856, 1.785, 1.279], [2.123, -0.032, 0.339], [0.747, -0.693, -0.460], [1.473, 2.188, -1.119], [0.510, 1.022, -2.007], [2.614, 1.554, -3.371], [-3.380, -1.433, 2.722], [-2.980, -2.255, 2.412], [-3.380, -1.536, 3.680], [-0.817, -1.867, -2.447], [-1.185, -1.784, -1.572], [-0.292, -1.084, -2.619]], "atomic_forces_ev_per_a": [[-0.200, 0.288, 0.893], [0.259, -1.048, 0.215], [-0.086, -0.302, 0.445], [-0.288, -0.196, -0.995], [0.046, 0.112, 0.384], [0.135, -0.005, 0.044], [0.103, 0.083, -0.739], [-0.212, 0.312, -0.085], [-0.185, 0.275, -0.211], [0.214, 0.255, -0.037], [-0.041, 0.036, -0.087], [0.320, -0.054, 0.059], [-0.108, 0.294, 0.178], [0.008, -0.029, -0.036], [0.195, -0.209, 0.094], [-0.101, 0.091, -0.064], [-0.065, 0.110, -0.026], [0.017, -0.371, -0.509], [-0.097, 0.223, 0.366], [0.089, 0.136, 0.109]], "e_lumo_ev": 0.443, "charge": 0, "relative_energy_kcal_mol": 15.1, "e_tot_ev": -19741.787, "smiles": "NCCCS.O.O", "gap_ev": 9.61}



[2]
{"formula": "C3H13NO2S", "method": "the ωB97M-V functional and the def2-TZVPD basis", "symbols": ["N", "C", "C", "C", "S", "H", "H", "H", "H", "H", "H", "H", "H", "H", "O", "H", "H", "O", "H", "H"], "xyz": [[-0.670, -0.719, -2.732], [0.580, -0.256, -2.175], [0.511, 0.017, -0.653], [1.848, 0.478, -0.109], [1.729, 0.517, 1.781], [-1.024, -0.041, -3.384], [-0.777, -1.697, -2.910], [0.892, 0.691, -2.651], [1.456, -0.915, -2.329], [0.184, -0.914, -0.169], [-0.260, 0.775, -0.545], [2.535, -0.314, -0.426], [2.210, 1.448, -0.425], [1.475, -0.767, 1.749], [-1.565, 1.016, 1.739], [-1.987, 0.356, 1.170], [-1.371, 0.586, 2.563], [-3.131, -1.183, 0.222], [-2.527, -1.111, -0.532], [-3.942, -1.561, -0.133]], "atomic_forces_ev_per_a": [[0.102, 0.881, 0.759], [1.253, 0.249, 0.696], [-0.481, 0.410, -1.279], [-0.503, -0.991, 1.224], [0.755, 0.556, -1.312], [-0.332, -0.721, -0.357], [0.042, -0.041, -0.516], [-0.298, -0.275, -0.021], [-0.522, -0.174, -0.293], [0.086, 0.275, 0.105], [-0.120, -0.016, 0.484], [0.496, 0.442, 0.402], [-0.167, 0.125, -0.208], [-0.191, -0.835, 0.439], [-0.352, 0.418, -0.778], [-0.111, 0.029, 0.400], [0.133, -0.384, 0.436], [0.292, 0.011, -0.186], [-0.123, -0.040, -0.024], [0.040, 0.082, 0.029]], "e_lumo_ev": 0.666, "charge": 0, "relative_energy_kcal_mol": 16.3, "e_tot_ev": -19741.737, "smiles": "NCCCS.O.O", "gap_ev": 9.27}



[3]
{"formula": "C3H13NO3", "method": "the ωB97M-V functional and the def2-TZVPD basis", "symbols": ["C", "N", "C", "C", "O", "H", "H", "H", "H", "H", "H", "H", "H", "H", "H", "H", "O", "H", "H", "O"], "xyz": [[-0.448, -1.904, -2.018], [-0.610, -0.858, -0.995], [0.351, -0.905, 0.103], [-0.264, -0.955, 1.503], [-1.691, -0.716, 1.534], [-0.486, -2.916, -1.582], [0.493, -1.816, -2.571], [-1.248, -1.794, -2.751], [-0.280, -0.021, -1.480], [1.058, -1.737, 0.026], [1.005, -0.018, 0.055], [-0.096, -1.944, 1.935], [0.196, -0.094, 1.979], [-1.836, -0.703, 0.567], [-2.450, 4.420, 5.729], [-2.065, 5.079, 4.375], [-2.385, 4.273, 4.786], [3.543, 0.704, -2.992], [3.296, 0.759, -4.418], [3.919, 1.143, -3.784]], "atomic_forces_ev_per_a": [[-0.092, -0.422, 0.212], [0.650, 0.322, -0.325], [0.913, -0.271, -0.044], [-1.046, 0.308, -0.009], [0.965, -0.195, -0.911], [-0.120, 0.403, -0.035], [0.173, 0.040, 0.124], [-0.125, -0.112, 0.015], [-0.701, 0.170, -0.187], [-0.154, -0.089, -0.226], [-0.269, -0.147, -0.174], [0.302, 0.324, 0.467], [0.232, -0.442, 1.036], [-0.659, 0.101, 0.011], [0.083, 0.257, 0.161], [0.034, 0.093, 0.189], [-0.119, -0.342, -0.341], [0.243, 0.236, 0.293], [-0.007, 0.134, -0.455], [-0.302, -0.368, 0.200]], "e_lumo_ev": [2.558, 2.544], "spin_multiplicity": 2, "charge": -1, "relative_energy_kcal_mol": 19.0, "e_tot_ev": -10952.367, "gap_ev": [1.74, 8.79]}



[4]
{"formula": "C3H13NO3", "method": "the ωB97M-V functional and the def2-TZVPD basis", "symbols": ["C", "C", "C", "N", "H", "H", "H", "H", "H", "H", "H", "O", "H", "H", "O", "H", "H", "O", "H", "H"], "xyz": [[0.585, 2.655, -1.978], [0.140, 1.692, -1.119], [-0.993, 2.037, -0.100], [-0.641, 2.957, 0.802], [1.225, 2.600, -2.858], [0.125, 3.746, -1.824], [0.135, 0.574, -1.360], [-1.333, 1.080, 0.257], [-1.881, 2.422, -0.691], [0.280, 2.838, 1.273], [-1.271, 3.171, 1.528], [-4.086, -5.384, 0.691], [-3.747, -6.294, 0.938], [-3.463, -5.249, -0.051], [3.408, -3.269, 0.215], [4.273, -2.904, 0.647], [2.781, -3.587, 0.804], [1.736, 0.454, 1.165], [1.932, -0.157, 0.508], [0.795, 0.619, 1.154]], "atomic_forces_ev_per_a": [[-1.814, 1.346, 1.514], [-1.291, 0.335, -2.196], [-1.100, -2.399, -4.270], [3.418, 3.178, 3.363], [-0.052, -0.572, 0.397], [1.326, -2.408, -0.062], [0.899, 1.664, 0.378], [-0.269, -0.819, 0.612], [0.816, -0.383, 0.355], [-0.837, -0.058, -0.846], [-1.142, 0.182, 0.596], [1.617, -1.896, -0.420], [-0.970, 1.382, 0.094], [-0.646, 0.513, 0.324], [4.206, 2.057, -1.556], [-2.978, -1.301, -0.711], [-1.253, -0.710, 2.275], [-0.029, 1.729, 2.256], [0.372, -1.696, -1.928], [-0.274, -0.145, -0.177]], "e_lumo_ev": 0.639, "charge": 0, "relative_energy_kcal_mol": 65.5, "e_tot_ev": -10951.932, "smiles": "C=CCN.O.O.O", "gap_ev": 9.53}



[5]
{"formula": "C3H13NO3", "method": "the ωB97M-V functional and the def2-TZVPD basis", "symbols": ["C", "C", "N", "C", "O", "H", "H", "H", "H", "H", "H", "H", "H", "H", "O", "H", "H", "O", "H", "H"], "xyz": [[1.401, -1.897, -0.334], [0.256, -0.917, -0.446], [0.751, 0.445, -0.616], [-0.634, -0.949, 0.809], [-1.083, -2.290, 1.126], [1.039, -2.887, -0.584], [2.141, -1.756, -1.129], [1.926, -1.846, 0.618], [-0.381, -1.178, -1.283], [0.156, 1.183, -0.281], [1.714, 0.577, -0.362], [-0.057, -0.676, 1.686], [-1.546, -0.441, 0.490], [-1.295, -2.710, 0.320], [0.345, 2.254, -3.212], [0.398, 1.466, -2.651], [0.113, 2.952, -2.596], [-0.942, 2.406, 2.630], [-0.226, 1.969, 2.143], [-1.486, 2.613, 1.855]], "atomic_forces_ev_per_a": [[0.344, -0.094, -1.107], [0.294, 0.474, 1.243], [0.042, -0.049, -0.909], [-0.421, -2.147, -1.100], [0.767, 1.059, 1.282], [-0.088, -0.389, 0.660], [-0.019, 0.457, 0.072], [-0.189, -0.177, 0.150], [-0.074, -0.110, -0.420], [-0.083, 0.009, 0.246], [0.067, 0.055, 0.203], [-0.369, 0.790, 0.074], [0.159, 1.010, 0.940], [-0.511, -0.867, -1.406], [-0.066, -0.193, -0.006], [0.168, -0.019, 0.052], [-0.023, 0.197, 0.010], [0.228, -0.224, -1.218], [0.223, -0.066, 0.713], [-0.450, 0.282, 0.521]], "e_lumo_ev": 0.278, "charge": 0, "relative_energy_kcal_mol": 24.0, "e_tot_ev": -10953.729, "smiles": "C[C@H](N)CO.O.O", "gap_ev": 10.06}



[6]
{"formula": "C3H13NO4", "method": "the ωB97M-V functional and the def2-TZVPD basis", "symbols": ["C", "C", "N", "C", "O", "H", "H", "H", "H", "H", "H", "H", "O", "H", "H", "O", "H", "H", "O", "H", "H"], "xyz": [[1.084, 2.402, -1.595], [0.250, 1.128, -1.674], [-0.334, 0.683, -0.453], [0.078, 0.934, 0.841], [-0.503, 0.412, 1.775], [2.102, 2.367, -2.067], [1.270, 2.811, -0.623], [0.553, 3.239, -2.017], [-0.553, 1.504, -2.380], [0.721, 0.202, -2.093], [-1.172, 0.104, -0.406], [1.007, 1.469, 0.938], [-0.467, -1.923, -2.544], [-1.031, -1.800, -3.310], [0.112, -2.681, -2.619], [-1.710, -1.837, 1.208], [-1.402, -0.960, 1.581], [-0.967, -2.410, 1.437], [1.502, -0.763, 2.561], [1.220, -1.482, 1.980], [0.909, -0.990, 3.296]], "atomic_forces_ev_per_a": [[1.651, 0.412, -0.178], [-0.566, -0.042, -1.803], [-0.531, 0.661, 2.999], [-0.692, -1.382, -2.035], [-0.658, 1.230, 0.475], [-1.045, -0.262, 0.204], [0.188, -0.367, 0.943], [-0.219, 0.127, -0.684], [0.454, -1.323, 0.695], [0.033, 1.265, -0.247], [0.341, 0.017, -0.726], [0.332, 0.519, 0.254], [-0.069, 0.701, 0.668], [0.276, -0.518, -0.176], [-0.213, -0.202, -0.519], [0.475, 0.513, 0.527], [-0.423, -0.719, -0.511], [-0.299, -0.158, -0.176], [0.185, -1.495, 0.627], [0.468, 0.261, -0.470], [0.312, 0.762, 0.133]], "e_lumo_ev": 0.517, "charge": 0, "relative_energy_kcal_mol": 46.7, "e_tot_ev": -13001.142, "smiles": "CCNC=O.O.O.O", "gap_ev": 9.85}



[7]
{"formula": "C3H13NO4", "method": "the ωB97M-V functional and the def2-TZVPD basis", "symbols": ["C", "N", "C", "C", "O", "H", "H", "H", "H", "H", "H", "H", "O", "H", "H", "O", "H", "H", "O", "H", "H"], "xyz": [[-2.064, 0.166, -0.176], [-0.735, 0.608, -0.640], [0.191, -0.024, -1.403], [-0.175, -1.320, -2.038], [1.272, 0.474, -1.702], [-1.839, -0.445, 0.700], [-2.709, -0.380, -0.890], [-2.727, 0.957, 0.157], [-0.698, 1.594, -0.484], [-1.219, -1.310, -2.398], [0.436, -1.270, -3.010], [-0.139, -2.223, -1.441], [0.494, 0.382, 2.724], [0.019, -0.459, 2.823], [1.408, 0.113, 2.612], [2.051, -1.762, 1.060], [2.300, -2.531, 0.520], [1.993, -0.879, 0.679], [0.709, 3.112, 0.892], [1.168, 2.421, 0.344], [0.265, 2.778, 1.671]], "atomic_forces_ev_per_a": [[0.388, -1.416, 0.038], [-1.715, 0.565, -0.020], [-0.116, 0.431, -0.229], [-0.616, 0.064, -2.403], [-0.172, 0.396, 0.778], [-0.659, -0.323, 0.003], [0.806, -0.055, 0.042], [0.580, 0.654, -0.004], [1.174, 0.483, -0.087], [0.196, 0.218, 0.255], [-0.603, -0.901, 1.701], [0.711, -0.088, 0.105], [-0.374, -0.232, 0.002], [0.230, 0.332, -0.058], [0.161, -0.079, 0.088], [-0.304, -0.517, 1.276], [-0.069, 1.350, -0.350], [0.323, -0.743, -1.060], [0.613, 0.079, -1.378], [-0.859, 0.628, 1.345], [0.304, -0.847, -0.045]], "e_lumo_ev": 0.482, "charge": 0, "relative_energy_kcal_mol": 34.2, "e_tot_ev": -13001.682, "smiles": "CNC(C)=O.O.O.O", "gap_ev": 10.34}



[8]
{"formula": "C3H14BN3", "method": "the ωB97M-V functional and the def2-TZVPD basis", "symbols": ["B", "C", "C", "C", "N", "N", "N", "H", "H", "H", "H", "H", "H", "H", "H", "H", "H", "H", "H", "H", "H"], "xyz": [[1.727, 0.859, -0.303], [0.743, 2.016, 1.556], [1.339, 0.295, -1.668], [-1.888, -0.885, 1.076], [1.847, 1.374, 0.883], [0.658, -1.041, -1.693], [-1.896, -1.692, -0.211], [1.166, 3.044, 1.787], [-0.074, 2.184, 0.849], [0.416, 1.433, 2.382], [2.258, 0.390, -2.306], [0.721, 0.996, -2.163], [-2.365, -0.009, 0.869], [-2.465, -1.273, 1.911], [2.785, 1.412, 1.366], [0.224, -1.117, -2.600], [1.392, -1.714, -1.793], [-0.909, -0.626, 1.471], [-0.915, -1.547, -0.573], [-2.045, -2.697, -0.028], [-2.718, -1.403, -0.813]], "atomic_forces_ev_per_a": [[-0.697, -0.725, -1.234], [0.089, 2.817, -0.362], [1.119, -0.740, 0.063], [0.163, -1.260, 0.972], [2.694, -0.670, 0.484], [0.509, 0.874, 0.250], [-0.346, -0.157, 1.111], [-1.054, -1.192, 0.392], [0.033, -0.121, 0.140], [-0.119, -0.136, 0.878], [-0.337, -0.411, 0.330], [-0.927, 1.174, -0.321], [-1.209, 2.618, -0.787], [-0.005, -0.829, -0.321], [-1.259, -0.083, -0.505], [-0.433, 0.187, -0.428], [0.485, -0.809, 0.420], [0.316, -0.584, -0.520], [-0.815, -0.126, -1.013], [0.247, 0.343, 0.002], [1.546, -0.168, 0.449]], "e_lumo_ev": -8.004, "charge": 2, "relative_energy_kcal_mol": 48.2, "e_tot_ev": -8467.539, "gap_ev": 11.01}



[9]
{"formula": "C3H14BeNO", "method": "the ωB97M-V functional and the def2-TZVPD basis", "symbols": ["C", "Be", "N", "H", "H", "H", "H", "H", "H", "H", "H", "C", "C", "O", "H", "H", "H", "H", "H", "H"], "xyz": [[0.869, -0.622, -2.415], [-1.438, -0.267, 0.395], [-1.233, -1.789, -0.352], [0.672, -1.685, -2.617], [-0.232, -1.980, -0.474], [-2.309, -0.125, 1.366], [1.353, -0.221, -3.335], [1.596, -0.498, -1.607], [-0.036, -0.052, -2.242], [-1.640, -2.587, 0.148], [-1.634, -1.805, -1.297], [0.457, 1.368, 2.389], [1.014, 1.196, 1.013], [-0.467, 0.806, -0.031], [0.155, 2.415, 2.526], [1.217, 1.128, 3.144], [-0.422, 0.736, 2.586], [1.333, 2.083, 0.476], [1.547, 0.282, 0.776], [-0.803, 1.618, -0.448]], "atomic_forces_ev_per_a": [[0.934, 0.028, -1.324], [-0.211, -0.192, -0.218], [0.351, -0.056, 0.197], [-0.056, 0.362, 0.244], [-0.093, -0.190, -0.004], [-0.681, -0.006, 0.615], [-0.265, -0.207, 0.448], [-0.356, -0.064, 0.082], [-0.010, -0.146, 0.211], [-0.015, 0.044, -0.038], [-0.145, -0.044, -0.107], [0.381, 0.231, -0.011], [2.318, 0.621, 1.443], [-2.144, 0.173, -2.276], [-0.034, -0.234, 0.130], [-0.184, 0.051, 0.175], [0.054, 0.046, -0.088], [0.067, -0.145, 0.052], [0.018, 0.148, 0.069], [0.070, -0.418, 0.402]], "e_lumo_ev": [3.367, 3.534], "charge": -1, "relative_energy_kcal_mol": 0.0, "e_tot_ev": -7274.879, "gap_ev": [3.10, 4.86]}



[10]
{"formula": "C3H14N2O2", "method": "the ωB97M-V functional and the def2-TZVPD basis", "symbols": ["C", "C", "N", "C", "N", "H", "H", "H", "H", "H", "H", "H", "H", "H", "H", "H", "H", "O", "H", "H", "O"], "xyz": [[1.480, 0.780, 0.845], [0.631, 0.355, -0.349], [0.566, -1.091, -0.420], [-0.356, -1.656, -1.398], [-1.315, -2.537, -0.704], [2.495, 0.384, 0.707], [1.555, 1.859, 0.976], [1.057, 0.357, 1.766], [1.024, 0.931, -1.202], [-0.374, 0.753, -0.238], [1.497, -1.454, -0.571], [-0.880, -0.848, -1.899], [0.198, -2.246, -2.138], [-0.974, -2.604, 0.248], [-1.330, -3.468, -1.099], [-0.968, -0.422, 2.235], [-2.176, 0.299, 2.784], [-1.831, -0.599, 2.637], [-0.683, 4.053, -0.285], [0.229, 3.570, -1.437], [0.155, 3.583, -0.457]], "atomic_forces_ev_per_a": [[-0.040, -0.456, 0.143], [0.009, 1.359, 0.483], [0.281, -0.054, -0.460], [0.187, -0.378, 0.416], [0.009, 0.104, -0.096], [-0.052, 0.028, 0.196], [-0.162, 0.034, -0.260], [0.233, 0.016, -0.029], [-0.015, -0.659, -0.335], [-0.212, -0.050, 0.122], [0.007, -0.078, 0.088], [-0.106, 0.081, -0.131], [-0.056, 0.180, -0.162], [-0.179, -0.060, 0.070], [0.058, 0.018, -0.013], [-0.144, -0.178, -0.090], [0.058, -0.429, -0.118], [0.107, 0.615, 0.129], [0.021, 0.009, -0.135], [-0.126, 0.106, 0.209], [0.123, -0.207, -0.027]], "e_lumo_ev": [3.573, 3.488], "spin_multiplicity": 2, "charge": -1, "relative_energy_kcal_mol": 12.6, "e_tot_ev": -10411.819, "gap_ev": [2.66, 9.49]}